<A>
Molecular formula: C6H36N2O11
Method: DFT, ωB97M-V/def2-TZVPD

Last column: Löwdin charge in e.
Cartesian coordinates (Å):
N -0.837 0.786 -0.687  -0.0090
C -1.989 1.722 -0.512  -0.2009
C -2.102 2.164 0.957  -0.1324
C -0.641 1.960 1.417  -0.1468
C 0.172 1.356 0.286  -0.2980
C 1.015 2.339 -0.555  -0.2112
N 1.704 3.433 0.125  -0.1143
C 2.751 2.984 1.078  -0.1040
H -1.156 -0.051 -0.197  0.0700
H -2.900 1.225 -0.842  0.0969
H -1.779 2.588 -1.138  0.1079
H -2.760 1.490 1.494  0.0811
H -2.407 3.207 1.009  0.1085
H -0.573 1.331 2.312  0.0965
H -0.132 2.794 1.916  0.1073
H 0.856 0.551 0.554  0.1194
H 0.376 2.838 -1.296  0.0949
H 1.734 1.751 -1.148  0.1186
H 2.046 4.103 -0.542  0.0916
H 2.375 3.254 2.062  0.0731
H 3.680 3.531 0.913  0.0815
H 2.976 1.932 0.886  0.0694
H 0.249 -3.591 2.259  0.0321
H 1.432 -3.138 3.121  0.0540
O 1.086 -3.110 2.223  -0.0486
H -4.151 -2.034 -0.842  0.0410
H -3.813 -0.648 -1.389  0.0251
O -4.420 -1.110 -0.799  -0.0478
H 3.029 -3.786 0.286  0.0350
H 2.374 -3.382 -0.968  0.0276
O 3.246 -3.351 -0.546  -0.0655
H 1.025 -1.960 0.508  0.0190
H -0.194 -2.578 -0.118  -0.0117
O 0.711 -2.299 -0.338  -0.0746
H -2.345 -1.132 0.965  -0.0041
H -3.832 -0.615 1.135  0.0406
O -3.046 -0.949 1.589  -0.0465
H 0.905 1.244 -4.285  0.0500
H 0.525 2.376 -3.187  0.0250
O 0.352 1.510 -3.553  -0.0402
H 4.194 -1.431 -0.436  0.0102
H 4.092 -1.356 1.016  0.0165
O 4.494 -0.863 0.291  -0.0789
H -1.935 -2.073 -2.835  0.0108
H -1.052 -2.401 -1.699  -0.0042
O -1.849 -2.745 -2.130  -0.0724
H -2.142 -4.024 0.444  0.0753
H -2.030 -2.704 1.300  0.0227
O -1.540 -3.421 0.884  -0.0320
H 2.331 0.797 3.899  0.0437
H 2.131 1.118 2.350  -0.0188
O 1.716 0.829 3.166  -0.0479
H -1.323 0.140 -2.761  0.0041
H -0.915 -0.332 -4.084  0.0358
O -1.716 -0.268 -3.557  -0.0750

For the HOMO energy, the calculation gives -8.78 eV. For the LUMO energy, the calculation gives 0.1512 eV. As for the SMILES: CNC[C@H]1CCCN1.O.O.O.O.O.O.O.O.O.O.O. The orbital gap is 8.93 eV.

=====

<B>
Molecular formula: C6H36N2O11
Method: DFT, ωB97M-V/def2-TZVPD

Last column: Löwdin charge in e.
Cartesian coordinates (Å):
C -2.514 -1.605 0.710  -0.2958
C -1.999 -2.321 -0.519  -0.1867
C -1.180 -1.610 -1.603  -0.2032
N 0.540 -0.160 -3.423  0.1128
C 0.943 -0.241 -2.071  -0.4080
C 0.117 -0.919 -1.250  -0.1201
C 2.158 0.556 -1.771  -0.0462
N -1.814 -1.711 1.988  -0.0162
H -3.547 -1.888 0.922  0.0998
H -2.556 -0.512 0.543  0.0995
H -1.407 -3.210 -0.277  0.1135
H -2.855 -2.706 -1.079  0.1067
H -1.745 -0.850 -2.139  0.0772
H -0.991 -2.382 -2.362  0.1213
H 1.142 0.357 -4.041  0.0892
H -0.401 -0.490 -3.620  0.0362
H 0.257 -0.930 -0.165  0.0987
H 2.976 0.096 -2.342  0.0876
H 2.085 1.560 -2.186  0.0896
H 2.392 0.502 -0.724  0.0453
H -2.166 -1.006 2.625  0.0126
H -0.796 -1.778 2.006  0.0097
H -0.209 3.569 1.995  0.0349
H -0.443 2.220 1.229  0.0140
O -0.812 3.092 1.404  -0.0640
H -2.238 2.337 -2.947  0.0306
H -2.954 1.569 -1.953  0.0214
O -3.089 1.881 -2.847  -0.0712
H 1.714 2.846 1.217  0.0435
H 2.359 1.458 1.438  -0.0075
O 1.636 1.925 0.960  -0.0774
H -0.746 2.665 -0.432  0.0028
H -0.294 1.752 -1.525  0.0262
O -0.889 2.514 -1.384  -0.0538
H 4.775 -1.286 -0.395  0.0702
H 3.661 -1.777 0.523  0.0269
O 4.448 -1.187 0.511  -0.0678
H 1.432 2.153 3.825  0.0168
H 0.093 2.505 4.406  0.0534
O 0.913 2.914 4.085  -0.0454
H 2.054 -2.988 -1.126  0.0687
H 1.416 -2.144 -0.104  0.0060
O 2.202 -2.716 -0.204  -0.0676
H -4.101 0.283 2.588  0.0534
H -2.975 1.199 3.116  0.0297
O -3.321 0.328 3.134  -0.0240
H 1.384 -0.959 3.269  0.0428
H 0.505 -2.490 3.355  0.0561
O 0.784 -1.660 2.970  -0.0686
H -2.890 0.034 -3.787  0.0270
H -2.175 0.456 -5.009  0.0503
O -2.132 -0.215 -4.329  -0.0763
H 3.763 -0.238 1.697  0.0139
H 4.119 0.763 2.806  0.0716
O 3.369 0.445 2.293  -0.0601

For the HOMO energy, the calculation gives -7.79 eV. For the LUMO energy, the calculation gives 0.0543 eV. As for the SMILES: C/C(N)=C/CCCN.O.O.O.O.O.O.O.O.O.O.O. The orbital gap is 7.84 eV.

=====

Relative to the most stable structure, the computed energies are <A> 0.0; <B> 17.3, all in kJ/mol.

=====

<A>
Molecular formula: C7H9Cl
Method: DFT, ωB97M-V/def2-TZVPD

Last column: Löwdin charge in e.
Cartesian coordinates (Å):
C 1.728 -0.038 0.520  -0.7317
C 0.869 1.197 0.483  -0.2021
C -0.402 0.780 -0.212  -0.3456
C -1.447 1.458 -0.602  0.0505
C -0.529 -0.701 -0.220  -0.2548
C -1.526 -1.486 -0.700  0.0597
C 0.692 -1.128 0.647  -0.1819
H 2.409 0.003 1.410  0.1188
H 0.359 1.493 1.429  0.1446
H 1.225 1.975 -0.349  0.1522
H -2.300 0.816 -0.880  0.0614
H -1.557 2.573 -0.701  0.0893
H -2.177 -1.025 -1.417  0.0416
H -1.632 -2.589 -0.613  0.0759
H 0.324 -1.113 1.735  0.1454
H 1.266 -2.140 0.446  0.1469
Cl 2.698 -0.074 -0.974  0.6299

For the HOMO energy, the calculation gives -8.73 eV. For the LUMO energy, the calculation gives 0.5712 eV. As for the SMILES: C=C1CC(Cl)CC1=C. The orbital gap is 9.30 eV.

=====

<B>
Molecular formula: C7H9Cl
Method: DFT, ωB97M-V/def2-TZVPD

Last column: Löwdin charge in e.
Cartesian coordinates (Å):
Cl 2.863 2.544 4.251  0.5815
C 1.853 1.510 3.279  -0.5215
C 0.995 0.986 2.616  -0.1593
C -0.588 -0.263 -1.760  -0.1475
C -0.263 -0.568 -0.480  -0.1642
C -1.229 -1.239 -2.727  -0.1077
C -0.008 0.362 1.744  -0.2115
C 0.529 0.420 0.267  -0.2159
H -0.052 0.638 -2.127  0.1049
H -0.616 -1.488 -0.159  0.0857
H -1.793 -2.005 -2.142  0.0842
H -0.603 -1.713 -3.434  0.0502
H -1.975 -0.827 -3.394  0.0576
H -0.046 -0.702 2.158  0.1295
H -1.092 0.841 1.892  0.1629
H 0.455 1.468 -0.188  0.1426
H 1.570 0.036 0.204  0.1285

For the HOMO energy, the calculation gives -9.24 eV. For the LUMO energy, the calculation gives 0.8371 eV. As for the SMILES: C/C=C/CCC#CCl. The orbital gap is 10.08 eV.

=====

Relative to the most stable structure, the computed energies are <A> 0.0; <B> 128.2, all in kJ/mol.

=====

<A>
Molecular formula: C4H12N2O3P
Method: DFT, ωB97M-V/def2-TZVPD

Last column: Löwdin charge in e.
Cartesian coordinates (Å):
C 2.028 0.098 0.725  -0.0864
C 0.018 0.881 -1.589  -0.0940
C 0.599 -0.521 0.515  -0.4436
C -0.379 0.474 -0.178  -0.5499
N -0.193 1.674 0.775  -0.0105
N 0.590 -1.855 -0.063  0.0244
O -3.157 1.009 -0.472  -0.3684
O -2.242 -0.511 1.426  -0.3626
O -2.117 -1.323 -0.987  -0.2670
P -2.188 -0.009 0.038  0.2351
H 2.636 -0.075 -0.204  0.0669
H 1.971 1.186 0.913  0.0580
H 2.470 -0.424 1.560  0.0504
H -0.475 1.883 -1.772  0.0779
H -0.355 0.166 -2.406  0.0884
H 1.176 1.138 -1.661  0.0939
H 0.353 -0.773 1.557  0.1194
H -1.022 2.247 0.795  0.0413
H -0.366 1.128 1.704  0.0986
H -1.458 -1.866 -0.363  0.0734
H 0.971 -2.488 0.608  0.0605
H 1.145 -2.042 -0.921  0.0941

Its total charge is -1. For the HOMO energy, the calculation gives -4.79 eV. For the LUMO energy, the calculation gives 3.5734 eV. As for the SMILES: C[C@H](N)[C@](C)(N)[P@](=O)([O-])O. The orbital gap is 8.36 eV.

=====

<B>
Molecular formula: C4H12N2O3P
Method: DFT, ωB97M-V/def2-TZVPD

Last column: Löwdin charge in e.
Cartesian coordinates (Å):
C -0.826 -1.284 -1.291  -0.1167
C -1.710 0.417 0.435  -0.0710
C -0.483 -0.070 -0.498  -0.3685
C 0.869 -0.095 0.370  -0.4270
N 1.990 -0.225 -0.514  0.0397
N 0.927 -0.907 1.540  0.0461
O 2.817 2.700 1.018  -0.4460
O 0.505 3.615 0.207  -0.2870
O 0.749 2.487 2.579  -0.4587
P 1.336 2.428 1.196  0.3993
H 0.069 -1.981 -1.367  0.0846
H -1.573 -1.957 -0.822  0.0692
H -1.135 -1.127 -2.321  0.0599
H -1.227 1.328 0.911  0.0497
H -2.704 0.653 -0.015  0.0683
H -1.939 -0.317 1.196  0.0484
H -0.363 0.667 -1.199  0.0767
H 2.760 0.223 -0.112  0.0320
H 1.914 0.423 -1.223  0.0423
H 0.452 -0.390 2.315  0.0832
H 1.785 -0.838 2.087  0.0753
H -0.383 3.739 0.542  0.0003

Its total charge is -1. For the HOMO energy, the calculation gives -2.95 eV. For the LUMO energy, the calculation gives 3.5895 eV. The orbital gap is 6.54 eV.

=====

Relative to the most stable structure, the computed energies are <A> 0.0; <B> 201.4, all in kJ/mol.

=====

<A>
Molecular formula: C10H10N2
Method: DFT, ωB97M-V/def2-TZVPD

Last column: Löwdin charge in e.
Cartesian coordinates (Å):
C -2.026 1.497 -0.588  -0.1348
C -0.677 1.224 -0.117  -0.2318
C -0.765 -0.120 0.121  0.0156
C 0.490 2.094 0.032  -0.0674
C 1.701 1.691 0.444  -0.0800
C 1.743 -1.425 -0.536  -0.0873
C 2.420 -0.310 -0.801  -0.0179
C 1.324 -0.967 0.813  0.0398
C 2.097 0.280 0.587  -0.3153
C -2.638 -1.860 0.263  -0.0178
N -2.798 0.445 -0.496  0.0475
N -2.001 -0.576 -0.055  -0.2123
H -2.276 2.491 -1.133  0.1339
H 0.057 3.120 -0.191  0.1256
H 2.400 2.489 0.487  0.0918
H 1.693 -2.413 -0.966  0.0972
H 3.149 0.121 -1.536  0.1323
H 1.099 -1.453 1.719  0.0876
H 3.051 0.267 1.052  0.1273
H -1.758 -2.632 0.029  0.1223
H -2.902 -2.008 1.339  0.0911
H -3.382 -1.956 -0.468  0.0527

For the HOMO energy, the calculation gives -7.83 eV. For the LUMO energy, the calculation gives 0.0251 eV. The orbital gap is 7.85 eV.

=====

<B>
Molecular formula: C10H10N2
Method: DFT, ωB97M-V/def2-TZVPD

Last column: Löwdin charge in e.
Cartesian coordinates (Å):
N 0.391 -2.605 2.737  0.0521
C 0.406 -1.820 1.663  -0.1617
C 1.139 -2.060 0.497  -0.0641
C 1.871 -3.239 0.432  -0.0803
C 1.888 -4.051 1.550  -0.0838
C 1.137 -3.709 2.664  -0.1579
H -0.149 -0.896 1.781  0.0894
H 1.024 -1.337 -0.298  0.0966
H 2.399 -3.467 -0.485  0.1042
H 2.456 -4.972 1.591  0.0995
H 1.189 -4.347 3.538  0.1008
N -0.436 1.617 -1.702  0.0481
C -0.710 2.478 -2.684  -0.1572
C -1.419 3.660 -2.523  -0.0657
C -1.878 3.942 -1.238  -0.0833
C -1.624 3.053 -0.210  -0.0718
C -0.849 1.920 -0.485  -0.1563
H -0.318 2.194 -3.653  0.1004
H -1.605 4.324 -3.352  0.0988
H -2.402 4.851 -0.971  0.1035
H -1.911 3.214 0.820  0.1001
H -0.598 1.249 0.328  0.0884

For the HOMO energy, the calculation gives -9.63 eV. For the LUMO energy, the calculation gives 0.9405 eV. As for the SMILES: c1ccncc1.c1ccncc1. The orbital gap is 10.57 eV.

=====

<C>
Molecular formula: C10H10N2
Method: DFT, ωB97M-V/def2-TZVPD

Last column: Löwdin charge in e.
Cartesian coordinates (Å):
N -8.783 2.981 2.479  0.0415
C -9.204 4.258 2.453  -0.1739
C -8.892 5.173 3.410  -0.0895
C -8.079 4.774 4.491  -0.0763
C -7.613 3.434 4.610  -0.0497
C -7.931 2.593 3.485  -0.1239
H -9.767 4.583 1.590  0.1012
H -9.069 6.235 3.328  0.0994
H -7.902 5.467 5.300  0.0930
H -6.956 3.076 5.388  0.0878
H -7.798 1.521 3.496  0.0893
N -9.901 5.481 -2.538  0.0514
C -9.932 6.627 -3.227  -0.1660
C -9.140 6.946 -4.348  -0.0692
C -8.343 5.911 -4.818  -0.0782
C -8.256 4.681 -4.105  -0.0800
C -9.062 4.497 -3.019  -0.1400
H -10.520 7.439 -2.824  0.0947
H -9.331 7.851 -4.905  0.0965
H -7.696 5.950 -5.682  0.0964
H -7.650 3.960 -4.634  0.0967
H -9.083 3.603 -2.413  0.0989

For the HOMO energy, the calculation gives -9.55 eV. For the LUMO energy, the calculation gives 1.0015 eV. As for the SMILES: c1ccncc1.c1ccncc1. The orbital gap is 10.55 eV.

=====

Relative to the most stable structure, the computed energies are <A> 608.8; <B> 0.0; <C> 61.1, all in kJ/mol.